# 1
Below is a 5-piece molecular cluster, C23H56Br2FIN10O9P3 overall at a distorted geometry, with properties calculated with wB97M-V/def2-TZVPD.

## Properties
- HOMO (eV) = -11.28
- LUMO energy (eV) = -3.04
- charge = +1
- orbital gap (Eh) = 0.303
- maximum force (hartree/bohr) = 0.161

```
105
C23H56Br2FIN10O9P3, DFT wB97M-V/def2-TZVPD
C -4.287 1.206 -2.443
C -5.647 1.099 -1.510
C -5.659 2.262 -0.308
C -4.476 1.821 0.739
C -4.440 2.670 2.143
C -3.961 4.230 2.000
C -2.410 4.444 1.512
C -1.389 3.211 1.999
C 0.184 3.609 1.781
C 1.253 2.375 1.871
C 1.672 1.648 0.472
C 0.738 0.416 -0.067
P -0.246 -0.478 1.380
N -1.317 -1.569 0.863
C -0.520 0.860 -1.046
Br -0.772 2.792 -1.461
O -0.530 0.184 -2.364
C 0.773 0.344 -2.960
C 0.737 -0.020 -4.590
C 0.442 1.457 -5.318
C -0.091 1.330 -6.861
Br -2.088 1.733 -6.789
C 1.811 -0.690 -2.140
F 3.096 -0.247 -2.662
P 1.423 -2.390 -3.024
O -0.301 -2.783 -2.838
I 2.556 -4.293 -1.996
N 1.563 -0.765 -0.666
C 2.621 -1.317 0.241
P 4.459 -1.132 -0.078
O 4.965 0.362 -0.412
O 5.290 -1.539 1.440
O 5.179 -2.143 -1.290
H -3.902 2.315 -2.398
H -4.530 0.874 -3.541
H -3.498 0.442 -1.980
H -6.612 1.151 -2.184
H -5.601 0.036 -0.971
H -5.438 3.281 -0.870
H -6.735 2.223 0.158
H -3.454 1.831 0.161
H -4.711 0.690 1.038
H -3.816 2.094 2.952
H -5.559 2.690 2.550
H -4.086 4.848 3.013
H -4.670 4.771 1.211
H -2.403 4.487 0.319
H -1.945 5.445 1.908
H -1.665 2.891 3.092
H -1.656 2.315 1.292
H 0.393 4.255 0.800
H 0.461 4.348 2.677
H 2.253 2.906 2.266
H 0.941 1.683 2.755
H 2.816 1.341 0.661
H 1.825 2.533 -0.319
H -0.980 0.466 2.200
H 0.634 -1.177 2.293
H -1.126 -2.530 1.220
H -1.590 0.571 -0.592
H 1.292 1.384 -2.900
H 1.811 -0.333 -5.001
H -0.111 -0.774 -4.875
H 1.509 1.982 -5.354
H -0.250 2.124 -4.619
H 0.142 0.282 -7.337
H 0.384 2.184 -7.542
H -0.653 -2.413 -1.978
H 0.814 -1.539 -0.634
H 2.540 -0.843 1.338
H 2.426 -2.478 0.451
H 6.029 -0.859 1.526
H 5.596 -2.941 -0.845
C -1.954 -5.217 0.360
O -1.373 -4.508 1.166
N -2.623 -6.328 0.718
N -1.979 -4.951 -0.959
H -3.108 -6.925 0.069
H -2.629 -6.565 1.702
H -1.488 -4.123 -1.270
H -2.452 -5.523 -1.637
C 7.097 1.722 -3.995
O 6.663 1.333 -5.068
N 8.218 2.457 -3.887
N 6.493 1.449 -2.824
H 8.591 2.786 -3.013
H 8.703 2.685 -4.745
H 5.646 0.897 -2.861
H 6.835 1.760 -1.931
C 2.694 -1.791 4.869
O 2.120 -1.019 4.117
N 2.445 -3.113 4.884
N 3.628 -1.388 5.749
H 2.908 -3.764 5.495
H 1.749 -3.458 4.236
H 3.845 -0.400 5.770
H 4.112 -2.008 6.376
C -3.080 -3.456 4.696
O -3.965 -4.162 4.239
N -3.182 -2.844 5.890
N -1.924 -3.225 4.048
H -2.465 -2.258 6.283
H -4.037 -2.991 6.411
H -1.807 -3.667 3.145
H -1.185 -2.647 4.408
```

Atom charges from the Mulliken analysis, given in e for atoms 1 to 8: number 1, C, carries -0.2619; number 2, C, carries -0.5841; number 3, C, carries -0.5220; number 4, C, carries 0.4195; number 5, C, carries -0.6487; number 6, C, carries -0.7138; number 7, C, carries -0.3289; number 8, C, carries 0.4831

---

# 2
Below is C62H53CoN6P2S4 as an isolated structure at a distorted geometry, with properties calculated with wB97M-V/def2-TZVPD.

## Properties
- 2S+1 = 4
- HOMO (spin up / spin down) (eV) = -9.63 / -9.78
- LUMO energy (spin up / spin down) (eV) = -2.21 / -2.21
- charge = +1
- energy above the lowest of the compared OMol25 structures with the same formula, charge and spin (kcal/mol) = 8.09
- orbital gap (spin up / spin down) (Eh) = 0.273 / 0.278
- maximum force (hartree/bohr) = 0.039

```
128
C62H53CoN6P2S4, DFT wB97M-V/def2-TZVPD
Co -0.921 0.530 -0.796
N -1.005 0.119 1.143
S -0.384 0.181 2.461
N 1.153 0.845 2.619
S 2.468 0.123 2.299
N 2.666 -0.636 0.962
S 2.314 0.012 -0.539
N 0.941 0.056 -1.050
C 3.244 1.565 -0.499
C 2.574 2.771 -0.570
C 3.308 3.946 -0.508
C 4.688 3.897 -0.392
C 5.346 2.679 -0.328
C 4.620 1.502 -0.372
C 3.383 -1.032 -1.547
C 3.746 -0.544 -2.792
C 4.618 -1.278 -3.576
C 5.109 -2.490 -3.116
C 4.698 -2.992 -1.893
C 3.826 -2.262 -1.103
C 3.703 1.398 2.606
C 5.012 1.011 2.837
C 5.951 1.975 3.161
C 5.576 3.308 3.243
C 4.266 3.685 2.994
C 3.320 2.725 2.676
C 2.883 -1.082 3.574
C 2.837 -0.646 4.888
C 3.141 -1.532 5.906
C 3.484 -2.842 5.604
C 3.517 -3.269 4.287
C 3.219 -2.384 3.262
C -1.220 1.143 3.737
C -2.496 0.753 4.101
C -3.193 1.505 5.030
C -2.610 2.638 5.577
C -1.329 3.014 5.209
C -0.630 2.270 4.275
C -0.133 -1.473 3.160
C -0.088 -1.695 4.522
C 0.099 -2.988 4.981
C 0.242 -4.032 4.082
C 0.197 -3.794 2.718
C 0.012 -2.506 2.251
H 1.498 2.773 -0.683
H 2.799 4.896 -0.560
H 5.261 4.812 -0.363
H 6.423 2.649 -0.250
H 5.117 0.544 -0.319
H 3.349 0.402 -3.130
H 4.925 -0.905 -4.540
H 5.809 -3.052 -3.716
H 5.064 -3.948 -1.552
H 3.489 -2.626 -0.147
H 5.282 -0.033 2.771
H 6.972 1.685 3.358
H 6.307 4.055 3.508
H 3.977 4.723 3.056
H 2.291 2.986 2.487
H 2.562 0.377 5.096
H 3.114 -1.206 6.934
H 3.726 -3.529 6.400
H 3.776 -4.290 4.057
H 3.238 -2.680 2.227
H -2.931 -0.124 3.648
H -4.191 1.215 5.320
H -3.159 3.232 6.290
H -0.872 3.892 5.637
H 0.355 2.559 3.948
H -0.205 -0.867 5.206
H 0.127 -3.183 6.040
H 0.379 -5.037 4.451
H 0.296 -4.614 2.025
H -0.037 -2.277 1.195
C -1.143 -1.957 -3.310
N -2.215 -0.967 -3.072
P -1.479 0.630 -3.241
C -0.869 0.494 -4.965
C 0.416 0.909 -5.283
C 0.846 0.876 -6.600
C -0.003 0.423 -7.595
C -1.276 -0.022 -7.272
C -1.712 0.017 -5.963
C -2.873 1.749 -3.604
C -2.530 3.099 -3.581
C -3.477 4.064 -3.866
C -4.775 3.686 -4.175
C -5.111 2.343 -4.228
C -4.161 1.374 -3.956
P -2.625 -0.980 -1.373
C -3.125 -2.708 -1.073
C -3.033 -3.155 0.240
C -3.476 -4.423 0.572
C -4.009 -5.245 -0.408
C -4.089 -4.806 -1.720
C -3.653 -3.538 -2.057
C -4.300 -0.262 -1.290
C -4.511 0.750 -0.362
C -5.769 1.307 -0.215
C -6.821 0.855 -0.993
C -6.620 -0.172 -1.903
C -5.370 -0.743 -2.039
H -0.881 -1.943 -4.368
H -1.494 -2.954 -3.048
H -0.236 -1.741 -2.728
H 1.065 1.257 -4.492
H 1.843 1.205 -6.851
H 0.326 0.413 -8.623
H -1.930 -0.392 -8.047
H -2.704 -0.324 -5.703
H -1.511 3.376 -3.343
H -3.208 5.109 -3.845
H -5.519 4.440 -4.390
H -6.121 2.048 -4.480
H -4.420 0.329 -4.013
H -2.613 -2.497 0.990
H -3.417 -4.766 1.595
H -4.361 -6.232 -0.151
H -4.501 -5.451 -2.483
H -3.716 -3.199 -3.081
H -3.682 1.102 0.236
H -5.921 2.095 0.506
H -7.800 1.300 -0.900
H -7.444 -0.538 -2.498
H -5.223 -1.556 -2.733
S -1.169 2.810 -0.520
C -1.951 2.890 0.923
N -2.544 3.026 1.905
```

Atom charges from the Mulliken analysis, given in e for atoms 1 to 8: number 1, Co, carries 1.2965; number 2, N, carries 0.6119; number 3, S, carries 0.6103; number 4, N, carries -0.1266; number 5, S, carries 1.1784; number 6, N, carries 0.2452; number 7, S, carries 0.6819; number 8, N, carries 0.6190

---

# 3
Below is C28H32N12Yb as an isolated structure at a distorted geometry, with properties calculated with wB97M-V/def2-TZVPD.

## Properties
- 2S+1 = 2
- HOMO (spin up / spin down) (eV) = -11.75 / -11.75
- LUMO energy (spin up / spin down) (eV) = -4.02 / -4.05
- charge = +1
- energy above the lowest of the compared OMol25 structures with the same formula, charge and spin (kcal/mol) = 1.38
- orbital gap (spin up / spin down) (Eh) = 0.284 / 0.283
- maximum force (hartree/bohr) = 0.026

```
73
C28H32N12Yb, DFT wB97M-V/def2-TZVPD
Yb -0.257 -0.193 -0.356
C 0.026 -2.293 2.584
C -0.139 -3.424 1.615
C 0.513 -4.622 1.873
C 0.411 -5.689 0.995
C -0.326 -5.557 -0.165
C -1.007 -4.380 -0.469
C -1.710 -4.306 -1.793
C -0.932 -3.337 0.464
N -1.562 -2.069 0.192
C -2.815 -1.963 -0.062
C -3.826 -3.046 0.095
C -3.342 -0.584 -0.491
C -4.702 -0.547 -1.091
N -2.562 0.413 -0.307
C -3.037 1.762 -0.443
C -4.049 2.236 0.396
C -4.781 1.413 1.416
C -4.408 3.579 0.277
C -3.794 4.415 -0.631
C -2.793 3.923 -1.454
C -2.397 2.597 -1.371
C -1.337 2.071 -2.287
H 0.993 -2.355 3.080
H -0.750 -2.284 3.353
H -0.006 -1.301 2.116
H 1.120 -4.706 2.764
H 0.931 -6.613 1.204
H -0.366 -6.376 -0.871
H -2.596 -4.943 -1.796
H -1.047 -4.675 -2.575
H -2.011 -3.303 -2.079
H -3.389 -3.937 0.537
H -4.267 -3.304 -0.868
H -4.635 -2.687 0.733
H -4.685 -1.200 -1.966
H -4.969 0.460 -1.402
H -5.456 -0.925 -0.403
H -4.685 1.871 2.400
H -4.418 0.392 1.505
H -5.843 1.372 1.171
H -5.192 3.963 0.916
H -4.094 5.450 -0.708
H -2.320 4.568 -2.181
H -1.038 2.822 -3.018
H -1.645 1.171 -2.819
H -0.375 1.869 -1.770
N 1.663 -1.505 -2.948
C 1.912 -0.841 -1.740
N 1.973 0.498 -1.603
N 1.997 0.713 -0.293
N 1.924 -0.446 0.349
N 1.872 -1.444 -0.544
C 0.303 -1.520 -3.285
N -0.238 -1.927 -4.410
N -1.561 -1.724 -4.220
N -1.793 -1.236 -3.062
N -0.608 -1.075 -2.411
H 2.275 -1.263 -3.716
N -0.314 1.605 1.335
C -1.041 1.645 2.597
C -1.836 0.573 2.956
C -2.501 0.588 4.176
C -2.384 1.678 5.018
C -1.595 2.759 4.648
C -0.920 2.745 3.439
H -0.580 2.423 0.779
H 0.687 1.720 1.512
H -1.938 -0.273 2.290
H -3.117 -0.254 4.461
H -2.905 1.688 5.965
H -1.498 3.613 5.304
H -0.293 3.578 3.151
```

Atom charges from the Mulliken analysis, given in e for atoms 1 to 8: number 1, Yb, carries -0.5074; number 2, C, carries -1.3437; number 3, C, carries 0.7856; number 4, C, carries -0.8912; number 5, C, carries -0.9799; number 6, C, carries -1.0686; number 7, C, carries 1.9037; number 8, C, carries -1.5482

---

# 4
Below is C34H37N3O9PRhSSe as an isolated structure at a distorted geometry, with properties calculated with wB97M-V/def2-TZVPD.

## Properties
- 2S+1 = 5
- HOMO (spin up / spin down) (eV) = 0.12 / -3.21
- LUMO energy (spin up / spin down) (eV) = 4.21 / 4.07
- charge = -2
- energy above the lowest of the compared OMol25 structures with the same formula, charge and spin (kcal/mol) = 69.10
- orbital gap (spin up / spin down) (Eh) = 0.150 / 0.268
- maximum force (hartree/bohr) = 0.040

```
87
C34H37N3O9PRhSSe, DFT wB97M-V/def2-TZVPD
Rh -0.431 -0.254 0.487
O -0.005 6.558 -2.174
C -0.238 5.281 -2.751
C 0.118 4.119 -1.862
C 0.741 2.986 -2.406
C 0.876 1.868 -1.609
N 0.552 1.810 -0.329
C 0.087 2.951 0.262
C -0.188 4.096 -0.525
C -0.056 2.917 1.678
C -0.142 4.086 2.475
C -0.114 4.011 3.841
C -0.095 5.218 4.736
O 1.126 5.317 5.467
C -0.014 2.725 4.432
C 0.033 1.632 3.593
N 0.010 1.679 2.276
H -0.258 6.481 -1.246
H 0.359 5.253 -3.668
H -1.301 5.187 -3.022
H 1.044 2.951 -3.441
H 1.297 0.964 -2.032
H -0.706 4.928 -0.064
H -0.181 5.057 2.003
H -0.931 5.161 5.454
H -0.190 6.146 4.164
H 1.465 4.418 5.554
H 0.006 2.601 5.507
H 0.102 0.649 4.039
N 0.965 -1.005 1.710
S 1.115 -2.347 2.672
C 2.548 -2.182 3.684
C 2.623 -1.263 4.757
C 3.790 -1.117 5.458
C 4.940 -1.828 5.103
C 4.885 -2.697 4.005
C 3.719 -2.878 3.308
C -0.113 -2.096 3.999
C -1.207 -1.262 3.819
C -2.152 -1.148 4.818
C -2.032 -1.893 5.985
C -0.958 -2.760 6.141
C -0.004 -2.872 5.150
H 1.435 -0.218 2.157
H 1.748 -0.698 5.035
H 3.824 -0.441 6.302
H 5.861 -1.691 5.651
H 5.776 -3.235 3.711
H 3.669 -3.560 2.471
H -1.306 -0.693 2.896
H -2.981 -0.471 4.683
H -2.767 -1.795 6.773
H -0.861 -3.352 7.043
H 0.842 -3.534 5.266
C -0.045 -0.803 -4.481
O 0.685 -1.097 -3.317
P 0.109 -1.170 -1.786
O -0.891 -2.407 -1.927
C -1.930 -2.434 -0.967
O 1.466 -2.135 -1.357
C 2.609 -1.479 -0.898
H 0.592 -1.123 -5.313
H -0.259 0.265 -4.553
H -0.990 -1.345 -4.498
H -2.422 -3.412 -1.101
H -2.662 -1.655 -1.198
H -0.512 -2.981 0.515
H 3.122 -2.144 -0.199
H 2.345 -0.557 -0.365
H 3.282 -1.225 -1.726
C -1.377 -2.306 0.447
C -2.381 -2.642 1.462
C -3.615 -1.978 1.515
C -4.563 -2.323 2.453
C -4.319 -3.340 3.368
C -3.108 -4.012 3.327
C -2.153 -3.669 2.390
H -3.795 -1.171 0.821
H -5.508 -1.797 2.488
H -5.067 -3.610 4.103
H -2.907 -4.803 4.040
H -1.210 -4.200 2.366
O -2.267 0.688 0.010
Se -2.550 0.923 -1.591
O -2.534 2.473 -1.961
O -1.410 0.119 -2.472
O -3.991 0.320 -1.939
```

Atom charges from the Mulliken analysis, given in e for atoms 1 to 8: number 1, Rh, carries 0.2215; number 2, O, carries -0.5552; number 3, C, carries -0.7025; number 4, C, carries 1.7659; number 5, C, carries -1.4321; number 6, C, carries -0.2684; number 7, N, carries 0.0944; number 8, C, carries 0.5769